No. 1
37
Properties=species:S:1:pos:R:3:nbo_charge:R:1 method="wB97M-V/def2-TZVPD" mol_weight_g_mol=309.332 de_lowest_kj_mol=280.50 total_energy_ev=-44370.985 max_force_ha_per_bohr=0.07590 lumo_ev=-3.73 homo_ha=-0.4933 total_charge=+1
O -27.32 3.20 6.26 -0.481
O -32.02 -2.52 8.85 -0.490
K -33.47 1.71 5.85 0.997
H -26.95 1.37 5.31 0.189
H -33.68 0.07 2.14 0.168
H -30.96 4.69 6.82 0.181
O -30.00 -1.81 8.92 -0.480
O -31.71 -0.23 8.63 -0.708
H -29.08 -0.24 9.83 0.195
C -33.48 -2.51 8.84 -0.253
H -26.94 2.80 4.22 0.199
H -33.02 -5.56 4.18 0.210
H -32.62 -4.08 5.00 0.195
O -28.99 4.16 7.22 -0.514
H -28.93 -0.32 8.05 0.180
C -32.46 -4.63 4.08 -0.258
C -32.80 -0.45 1.76 -0.249
O -32.99 -1.87 1.86 -0.489
H -32.70 -0.22 0.70 0.219
C -28.67 3.27 6.25 1.002
H -27.95 -1.32 8.92 0.215
H -25.61 2.42 5.33 0.213
O -33.02 -1.74 4.12 -0.705
C -30.36 4.42 7.69 -0.261
H -32.00 -0.06 2.38 0.188
H -31.42 -4.95 4.05 0.201
H -33.67 -3.58 8.90 0.215
O -29.52 2.78 5.52 -0.677
C -26.69 2.42 5.21 -0.262
H -30.75 3.62 8.32 0.193
H -30.46 5.36 8.23 0.218
O -32.69 -3.73 3.00 -0.491
H -34.04 -2.00 9.63 0.202
C -32.98 -2.43 3.09 1.011
H -33.86 -2.09 7.91 0.180
C -31.27 -1.41 8.77 1.006
C -28.95 -0.91 8.97 -0.259

=====

No. 2
74
Properties=species:S:1:pos:R:3:lowdin_charge:R:1 method="wB97M-V/def2-TZVPD" mol_weight_g_mol=687.380 total_energy_ev=-154854.994 max_force_ha_per_bohr=0.01235 lumo_ev=-4.72 homo_ha=-0.4898 total_charge=+2
C -2.18 -2.51 -1.44 -0.077
C -3.66 0.43 -1.46 -0.082
S 1.02 -1.64 -2.62 0.900
C -3.70 0.36 3.72 -0.066
H 3.94 -0.77 -2.17 0.065
H 4.64 1.23 -1.06 0.068
H -2.26 -2.09 1.88 0.106
C -2.51 1.30 1.87 -0.087
C -2.55 -1.09 2.19 -0.080
H 1.96 3.88 -1.23 0.086
C 4.35 1.27 -0.01 -0.463
C -0.24 -4.05 -0.15 -0.066
C -0.53 0.35 6.17 -0.194
H -1.04 -5.70 -1.27 0.118
H 0.51 -4.65 0.36 0.118
H 3.72 3.91 -1.13 0.099
H -2.28 3.67 -3.04 0.115
H -2.18 2.16 1.29 0.115
H -3.57 2.46 3.31 0.116
H 1.60 -1.55 -4.94 0.097
H -4.61 2.97 -3.49 0.118
H 0.15 -0.10 6.89 0.128
H -4.07 -0.46 -0.99 0.114
C 2.86 3.27 -1.30 -0.488
H 0.21 -0.55 -4.52 0.087
Zn 1.06 0.29 -0.61 0.295
C -1.31 -1.92 -0.53 -0.439
C -2.66 2.76 -2.61 -0.057
H 5.08 1.87 0.52 0.101
C -3.33 -0.92 3.32 -0.069
C -1.11 -4.64 -1.06 -0.051
C -4.47 1.21 -2.27 -0.046
C 1.23 -0.82 -4.23 -0.481
C -2.33 0.79 -1.25 -0.366
C -2.15 0.02 1.45 -0.386
S 2.75 2.14 0.12 0.861
C -0.35 1.87 6.10 -0.384
H 3.04 3.41 -3.42 0.098
H -1.29 2.40 5.97 0.077
C -3.28 1.47 3.00 -0.059
C 2.62 -2.49 -2.40 -0.468
S 1.50 1.62 -3.02 0.889
H 3.16 0.16 -3.98 0.074
H 5.28 -0.60 0.45 0.100
H 4.56 -2.30 -1.51 0.101
H -5.50 0.93 -2.43 0.119
C 2.13 0.41 -4.22 -0.473
H -2.92 -1.92 -1.96 0.096
N -0.26 -0.16 4.83 -0.047
S 0.95 0.08 2.49 0.570
H 2.98 -2.77 -3.39 0.100
C 2.97 2.62 -2.67 -0.483
H 2.37 -3.40 -1.86 0.079
C 4.32 -0.12 0.61 -0.479
C -3.97 2.37 -2.85 -0.047
H -2.74 -4.34 -2.41 0.119
H 2.10 0.88 -5.20 0.097
C -0.34 -2.70 0.11 -0.181
H -0.85 2.30 -1.56 0.048
H -4.34 0.49 4.59 0.115
H 0.16 2.27 6.97 0.083
C -1.85 1.98 -1.80 -0.129
C 0.42 0.60 3.98 -1.130
S 0.67 2.20 4.62 0.960
C 3.67 -1.69 -1.65 -0.467
H 0.32 -2.23 0.84 0.049
H -1.55 0.10 6.46 0.123
P -1.28 -0.16 -0.13 1.023
H -0.36 -1.15 4.64 0.143
H 3.86 1.99 -2.76 0.070
H 4.14 -0.06 1.68 0.078
H -3.66 -1.78 3.88 0.115
C -2.07 -3.87 -1.70 -0.049
S 3.04 -1.26 0.01 0.862

=====

No. 3
16
Properties=species:S:1:pos:R:3:nbo_charge:R:1 method="wB97M-V/def2-TZVPD" mol_weight_g_mol=86.134 de_lowest_kj_mol=187.82 total_energy_ev=-7392.819 smiles="C=C[C@@H](C)OC" max_force_ha_per_bohr=0.06046 lumo_ev=1.06 homo_ha=-0.3533 total_charge=0
H 1.02 2.04 -0.53 0.221
H 1.49 -1.47 1.07 0.169
C 0.26 1.54 0.06 -0.639
H -3.24 -1.11 0.38 0.203
H 2.74 -1.49 -0.25 0.201
H -0.60 2.19 0.11 0.225
C -0.10 0.19 -0.54 0.048
H -2.70 -0.20 -1.19 0.196
H 2.41 0.12 0.63 0.174
O 1.03 -0.64 -0.91 -0.533
H 0.57 1.45 1.12 0.204
C 1.95 -0.88 0.20 -0.275
H -0.53 0.37 -1.54 0.191
C -1.10 -0.57 0.28 -0.204
H -0.77 -0.91 1.29 0.206
C -2.43 -0.63 -0.16 -0.387

=====

No. 4
56
Properties=species:S:1:pos:R:3:nbo_charge:R:1 method="wB97M-V/def2-TZVPD" mol_weight_g_mol=436.464 de_lowest_kj_mol=173.26 total_energy_ev=-40542.281 smiles="COc1ccccc1OCC(=O)Nc1ccc(NC(=O)COc2ccccc2OC)cc1" max_force_ha_per_bohr=0.01294 lumo_ev=0.68 homo_ha=-0.2884 total_charge=0
O -5.41 0.60 0.37 -0.521
C -6.10 -1.56 0.85 -0.260
H 5.80 0.12 -0.08 0.210
H 0.61 -1.78 -0.94 0.210
C 5.52 -2.13 -3.06 -0.256
H -6.70 -3.57 1.26 0.216
H 5.30 -1.19 1.02 0.212
H -5.28 2.54 -0.09 0.213
H -2.55 1.50 3.93 0.217
O 4.12 1.00 -1.84 -0.514
C -4.94 1.88 0.72 -0.156
C -5.38 -0.45 1.26 0.306
C 3.79 2.29 -2.28 -0.250
H 3.00 2.27 -3.04 0.179
C -1.41 0.68 0.20 0.130
H 1.63 1.74 1.25 0.248
H -5.45 -3.66 3.40 0.215
C -0.45 1.49 0.80 -0.240
C 4.67 0.10 -2.71 0.226
O -3.96 0.61 2.84 -0.517
C 5.00 -0.61 0.14 -0.156
C 4.87 0.36 -4.06 -0.276
C 5.39 -0.62 -4.90 -0.210
H -4.17 -1.72 4.15 0.222
O 4.84 -1.55 -0.89 -0.527
H -3.60 0.40 4.88 0.176
H -2.34 -0.27 3.79 0.182
H 3.42 2.81 -1.40 0.217
C 5.71 -1.86 -4.40 -0.225
C 1.28 -0.06 0.15 0.125
C 5.02 -1.16 -2.20 0.306
H 4.62 1.32 -4.47 0.222
O -2.90 2.95 1.38 -0.621
H -0.75 2.40 1.28 0.253
O 3.77 1.20 1.14 -0.622
C -6.14 -2.72 1.61 -0.222
N -2.77 0.99 0.20 -0.610
C -1.01 -0.50 -0.42 -0.220
C -4.67 -0.50 2.47 0.220
H -6.63 -1.50 -0.09 0.225
C -5.44 -2.77 2.80 -0.216
N 2.61 -0.48 0.10 -0.607
H -1.75 -1.14 -0.89 0.209
C 3.73 0.17 0.51 0.683
H 5.77 -3.09 -2.64 0.225
C 0.32 -0.87 -0.45 -0.234
H 5.53 -0.39 -5.95 0.215
H 2.78 -1.33 -0.43 0.411
H -5.38 2.23 1.66 0.213
H -3.37 0.31 -0.25 0.409
C 0.88 1.12 0.78 -0.191
H 4.66 2.82 -2.67 0.178
H 6.10 -2.63 -5.05 0.217
C -3.41 2.01 0.83 0.683
C -4.71 -1.67 3.22 -0.270
C -3.07 0.54 3.93 -0.252

=====

No. 5
15
Properties=species:S:1:pos:R:3:nbo_charge:R:1 method="wB97M-V/def2-TZVPD" mol_weight_g_mol=109.132 de_lowest_kj_mol=105.76 total_energy_ev=-9768.292 max_force_ha_per_bohr=0.07645 lumo_ev=0.79 homo_ha=-0.3576 total_charge=0
H 0.44 1.48 1.59 0.243
C -0.32 -1.19 -0.37 -0.101
C 0.92 -2.02 -0.75 -0.645
H 1.30 -1.59 -1.63 0.227
N -1.45 2.97 -1.75 -0.003
H 1.17 -0.13 1.85 0.225
C 0.85 0.64 1.10 -0.640
N -1.19 3.66 -0.93 0.006
H 0.48 -2.99 -0.97 0.227
C -0.31 -0.08 0.40 -0.119
H 1.68 0.67 0.40 0.230
C -1.54 0.68 0.72 0.262
H -1.24 -1.50 -0.70 0.206
N -2.42 1.36 1.03 -0.334
H 1.62 -1.97 0.01 0.216

=====

No. 6
15
Properties=species:S:1:pos:R:3:nbo_charge:R:1 method="wB97M-V/def2-TZVPD" mol_weight_g_mol=129.184 de_lowest_kj_mol=212.18 total_energy_ev=-19669.404 smiles="C[C@@]12C[C@@H]1OC=NS2" max_force_ha_per_bohr=0.06157 lumo_ev=0.87 homo_ha=-0.3062 total_charge=0
N -2.22 -1.19 -0.02 -0.611
H 0.33 1.69 -0.70 0.201
C 0.45 0.60 1.21 -0.441
S -0.66 -1.77 0.30 0.448
C -2.45 0.03 -0.26 0.372
O -1.53 1.09 -0.26 -0.502
H 1.58 -0.92 -1.77 0.227
C -0.17 0.94 -0.11 0.094
C 0.51 -0.42 0.09 -0.251
C 1.77 -0.70 -0.69 -0.604
H 2.32 0.25 -0.69 0.212
H 2.36 -1.52 -0.24 0.222
H 1.37 1.12 1.48 0.217
H -3.42 0.37 -0.39 0.180
H -0.22 0.43 2.05 0.235

=====

No. 7
16
Properties=species:S:1:pos:R:3:nbo_charge:R:1 method="wB97M-V/def2-TZVPD" mol_weight_g_mol=156.190 de_lowest_kj_mol=270.49 total_energy_ev=-22631.112 max_force_ha_per_bohr=0.05852 lumo_ev="3.42 / 3.42" homo_ha="-0.1304 / -0.1303" total_charge=-1
N -1.33 0.10 1.45 -0.606
N -0.41 -0.75 -0.53 -0.630
C -0.65 -0.75 0.75 0.261
C -0.57 0.49 -1.19 0.148
H -0.73 0.23 -2.22 0.156
C -1.93 1.12 0.72 -0.015
H 2.50 -0.87 1.45 0.228
H 3.28 -2.33 0.53 0.209
H -0.16 -1.53 1.33 0.150
S 2.00 -0.83 -0.72 0.962
H -2.46 1.86 -1.22 0.181
C -1.76 1.19 -0.62 -0.330
C 2.63 -1.52 0.59 -0.903
O 0.72 1.22 -1.15 -0.454
N 1.70 0.71 -0.30 -0.522
H -2.84 1.67 1.12 0.164

=====

No. 8
54
Properties=species:S:1:pos:R:3:nbo_charge:R:1 method="wB97M-V/def2-TZVPD" mol_weight_g_mol=558.335 de_lowest_kj_mol=0.00 total_energy_ev=-44072.256 max_force_ha_per_bohr=0.01944 lumo_ev="-10.77 / -10.75" homo_ha="-0.6644 / -0.6661" total_charge=+3
H 0.59 3.79 -0.67 0.270
H -1.92 0.40 3.69 0.229
H -0.94 -3.88 1.93 0.293
N -0.31 -2.07 0.95 -0.326
C 3.25 1.73 -1.84 -0.553
H -0.85 -5.65 0.18 0.179
C -2.56 1.61 2.02 0.155
O -1.52 1.01 1.02 -0.622
W -0.36 -0.03 0.17 1.880
H 3.70 2.97 -3.55 0.275
N 0.89 -1.77 0.42 -0.190
H -1.08 2.78 3.06 0.230
H 1.85 -6.97 0.77 0.259
H 4.17 3.68 -2.01 0.243
N 1.71 -2.75 0.50 0.099
H -3.43 -2.30 -4.49 0.436
C 1.72 -5.02 1.43 -0.204
H -3.58 0.98 3.73 0.280
C 1.27 -6.10 0.46 -0.246
H 2.10 4.86 -2.64 0.279
C -1.99 2.92 2.48 -0.653
N -3.41 -2.35 -3.47 -0.544
H -2.73 3.39 3.13 0.277
N -1.17 -0.60 -1.65 -0.418
C -0.20 -3.30 1.41 0.237
H 1.04 -4.92 -1.36 0.179
C -2.80 0.58 3.08 -0.659
H -0.65 0.98 -3.02 0.258
N 1.06 -3.70 1.14 -0.094
H 2.75 1.00 -2.48 0.261
H 2.25 4.25 -0.25 0.276
H 1.45 -6.60 -1.63 0.256
H -3.40 1.74 1.35 0.229
H 1.46 -5.24 2.47 0.249
H 4.16 1.31 -1.44 0.281
C -0.21 -6.44 0.59 -0.622
C 3.39 3.10 -2.51 -0.421
H -1.80 3.60 1.65 0.234
O 0.80 1.09 -0.98 -0.926
N -2.02 -0.49 -3.67 -0.204
C 1.64 3.64 -0.93 -0.559
H 1.29 3.35 -3.04 0.219
C 1.64 -5.75 -0.98 -0.616
C -1.21 0.08 -2.81 0.214
H 2.69 -5.49 -1.09 0.232
S 2.07 1.95 -0.47 1.160
N -2.01 -1.65 -1.78 -0.035
H 2.78 -4.80 1.36 0.260
H -3.40 -3.26 -3.04 0.421
N -2.46 -1.54 -2.97 0.242
C 2.04 3.80 -2.39 -0.419
H -3.18 -0.36 2.66 0.230
H -0.45 -7.34 0.03 0.263
H -0.51 -6.63 1.63 0.226